{"formula": "C26H41AsN4Re", "method": "ωB97M-V/def2-TZVPD", "species": ["Re", "C", "C", "C", "C", "C", "C", "N", "H", "H", "H", "H", "H", "H", "H", "H", "N", "C", "C", "C", "C", "C", "N", "H", "H", "H", "H", "H", "H", "C", "As", "C", "C", "H", "H", "H", "H", "H", "H", "H", "H", "H", "C", "C", "C", "C", "C", "C", "C", "C", "N", "C", "C", "C", "C", "H", "H", "H", "H", "H", "H", "H", "H", "H", "H", "H", "H", "H", "H", "H", "H", "H", "H"], "coordinates": [[0.445, -0.062, 0.733], [-0.475, 3.167, 1.138], [0.530, 2.875, 0.066], [1.119, 3.705, -0.821], [1.966, 2.917, -1.693], [1.875, 1.625, -1.317], [2.523, 0.404, -1.890], [0.985, 1.571, -0.221], [-0.532, 4.242, 1.293], [-0.215, 2.715, 2.099], [-1.481, 2.823, 0.877], [0.969, 4.774, -0.859], [2.575, 3.284, -2.506], [3.383, 0.694, -2.491], [1.848, -0.169, -2.532], [2.890, -0.274, -1.111], [-2.925, -0.025, 0.655], [-2.503, 0.204, 1.909], [-3.434, 0.594, 2.898], [-3.029, 0.770, 4.185], [-1.679, 0.545, 4.526], [-0.824, 0.204, 3.535], [-1.191, 0.059, 2.212], [-3.892, 0.134, 0.426], [-2.303, -0.229, -0.110], [-4.467, 0.736, 2.607], [-3.745, 1.067, 4.942], [-1.326, 0.628, 5.543], [0.206, -0.004, 3.764], [3.086, -0.824, 3.385], [2.417, 0.655, 2.332], [2.304, 2.074, 3.634], [3.926, 1.197, 1.269], [3.921, -0.463, 3.986], [3.436, -1.624, 2.738], [2.312, -1.206, 4.049], [3.314, 2.219, 4.013], [1.645, 1.802, 4.454], [1.952, 2.990, 3.166], [4.770, 1.369, 1.935], [3.672, 2.112, 0.736], [4.181, 0.423, 0.548], [-2.686, -2.669, -4.759], [-2.174, -1.601, -3.826], [-2.430, -0.251, -4.064], [-1.946, 0.749, -3.223], [-2.215, 2.209, -3.486], [-1.197, 0.371, -2.123], [-0.912, -0.977, -1.852], [-1.414, -1.956, -2.721], [-0.136, -1.275, -0.699], [0.331, -2.678, -0.398], [1.185, -3.238, -1.540], [1.245, -2.571, 0.830], [-0.846, -3.572, 0.003], [-3.403, -2.263, -5.471], [-3.173, -3.474, -4.209], [-1.865, -3.108, -5.328], [-3.017, 0.028, -4.933], [-2.637, 2.362, -4.477], [-1.296, 2.793, -3.410], [-2.921, 2.611, -2.757], [-0.800, 1.148, -1.484], [-1.220, -3.004, -2.567], [2.136, -2.706, -1.601], [0.709, -3.171, -2.513], [1.396, -4.288, -1.335], [2.141, -1.972, 0.620], [1.603, -3.563, 1.109], [0.719, -2.213, 1.740], [-1.549, -3.765, -0.801], [-1.399, -3.119, 0.830], [-0.457, -4.533, 0.342]], "forces_ev_per_a": [[-0.92, -0.13, -0.23], [0.07, -0.06, -0.07], [-0.07, -0.41, 0.07], [0.35, 0.24, -0.44], [-0.08, 0.60, -0.02], [-0.19, -0.23, 0.29], [-0.06, 0.08, 0.07], [-0.04, -0.53, 0.09], [-0.01, 0.01, -0.02], [0.05, -0.01, 0.03], [0.03, -0.02, -0.05], [0.05, -0.08, -0.05], [-0.06, 0.03, 0.07], [0.00, 0.03, -0.02], [-0.05, 0.04, 0.03], [-0.01, 0.02, -0.01], [0.05, 0.09, 0.11], [0.07, 0.02, -0.34], [-0.08, -0.03, 0.06], [-0.02, 0.02, 0.05], [-0.15, 0.01, 0.04], [-0.09, -0.11, -0.22], [0.66, -0.07, 0.24], [-0.01, 0.00, -0.01], [-0.02, -0.03, -0.03], [0.05, -0.01, 0.01], [0.04, -0.01, -0.03], [-0.02, 0.01, -0.02], [0.13, -0.01, -0.04], [0.05, 0.06, 0.06], [0.05, -0.12, -0.08], [-0.08, 0.06, -0.04], [0.05, 0.03, 0.01], [0.00, -0.04, 0.02], [0.00, -0.03, -0.02], [-0.01, -0.02, 0.02], [0.01, 0.05, 0.05], [-0.04, 0.00, 0.03], [0.01, 0.02, -0.02], [0.04, 0.02, -0.02], [0.01, 0.01, 0.00], [0.04, -0.01, 0.02], [0.02, 0.09, 0.06], [-0.09, 0.08, -0.14], [-0.03, -0.01, -0.06], [-0.10, 0.00, -0.16], [0.02, -0.09, 0.01], [0.11, -0.08, 0.17], [-0.03, -0.02, -0.17], [0.04, -0.01, 0.11], [0.39, 0.47, 0.60], [-0.08, 0.12, -0.11], [0.05, -0.03, 0.01], [-0.09, 0.00, 0.00], [-0.04, 0.01, 0.04], [0.01, 0.01, 0.02], [0.01, 0.01, 0.01], [0.01, 0.01, 0.00], [0.03, -0.02, 0.04], [0.01, -0.01, 0.00], [-0.02, -0.03, 0.00], [0.00, -0.01, -0.01], [-0.03, 0.02, -0.01], [-0.06, 0.04, 0.02], [-0.02, 0.00, -0.01], [0.05, -0.04, 0.07], [0.03, 0.03, -0.01], [0.03, -0.02, 0.02], [0.00, 0.00, 0.02], [-0.01, -0.04, -0.03], [0.01, 0.02, -0.02], [0.02, -0.02, -0.02], [-0.02, 0.00, -0.01]], "mulliken_charge": [-0.32, -1.28, 0.40, -1.19, -0.89, 0.09, -0.95, 2.06, 0.51, 0.12, 0.13, 0.60, 0.61, 0.53, 0.05, -0.04, -0.11, 0.90, -1.05, -0.51, -0.84, -0.39, 0.19, 0.27, -0.19, 0.48, 0.45, 0.49, 0.35, -1.22, 0.63, -1.25, -1.21, 0.49, 0.38, 0.42, 0.51, 0.42, 0.38, 0.56, 0.37, 0.34, -1.65, -0.50, -0.71, -0.31, -1.58, 1.24, 0.46, -1.02, 1.03, 1.42, -1.47, -2.14, -1.40, 0.43, 0.37, 0.33, 0.41, 0.41, 0.31, 0.34, 0.59, 0.67, 0.29, 0.37, 0.48, 0.32, 0.58, 0.42, 0.29, 0.22, 0.52], "s2": 3.911, "orbital_gap_ev": [6.2, 6.4], "charge": 2, "lumo_ev": [-7.45, -7.22], "multiplicity": 4}

---

{"formula": "C6H17NO", "method": "ωB97M-V/def2-TZVPD", "species": ["C", "C", "N", "C", "C", "C", "C", "H", "H", "H", "H", "H", "H", "H", "H", "H", "H", "H", "H", "H", "H", "H", "O", "H", "H"], "coordinates": [[2.883, -0.442, -0.668], [1.698, 0.518, -0.762], [0.728, 0.276, 0.301], [0.278, -1.104, 0.509], [-0.310, 1.302, 0.452], [-1.534, 1.089, -0.451], [-0.596, 1.539, 1.932], [2.669, -1.421, -1.092], [3.724, 0.019, -1.070], [3.096, -0.662, 0.386], [1.972, 1.569, -0.757], [1.191, 0.349, -1.739], [-0.784, -1.088, 0.737], [0.427, -1.714, -0.385], [0.799, -1.509, 1.369], [0.140, 2.233, 0.095], [-1.145, 0.989, -1.465], [-2.155, 0.257, -0.152], [-2.144, 1.975, -0.467], [-0.817, 0.606, 2.452], [0.300, 1.926, 2.416], [-1.422, 2.235, 2.078], [-3.272, -3.123, -0.967], [-3.105, -3.408, -1.871], [-2.622, -2.412, -0.883]], "forces_ev_per_a": [[-1.47, -0.45, 1.52], [-1.27, -1.14, -0.38], [0.05, 0.51, 0.41], [0.20, 1.06, -0.20], [0.37, 0.17, -0.10], [0.77, 0.27, 0.07], [-0.07, -0.33, -0.01], [0.11, 0.16, -0.42], [1.61, 0.43, -1.00], [0.03, 0.31, -0.07], [0.28, 0.02, 0.26], [0.31, 0.13, -0.06], [-0.10, -0.20, 0.08], [0.03, -0.18, 0.04], [0.09, -0.54, 0.01], [0.11, -0.03, -0.06], [-0.26, -0.39, -0.11], [-0.15, -0.32, -0.07], [-0.39, 0.40, 0.16], [-0.25, -0.06, -0.06], [0.02, 0.15, -0.05], [-0.03, 0.02, 0.03], [0.43, 0.32, -0.24], [-0.23, -0.27, -0.06], [-0.18, -0.04, 0.30]], "mulliken_charge": [-1.25, -0.36, 0.14, -1.17, 0.25, -1.37, -1.42, 0.31, 0.42, 0.31, 0.40, 0.25, 0.44, 0.34, 0.25, 0.29, 0.33, 0.34, 0.44, 0.30, 0.35, 0.41, -0.64, 0.32, 0.32], "orbital_gap_ev": 8.8, "charge": 0, "de_lowest_kj_mol": 90.87, "lumo_ev": 0.75, "smiles": "CCN(C)C(C)C.O"}

---

{"formula": "C4H6BrN2", "method": "ωB97M-V/def2-TZVPD", "species": ["C", "C", "C", "C", "N", "N", "Br", "H", "H", "H", "H", "H", "H"], "coordinates": [[-1.115, 0.805, -1.074], [0.254, -1.047, 0.081], [-0.218, 1.372, 0.017], [0.479, 0.238, 0.825], [-1.214, -0.428, -1.252], [0.727, -2.257, 0.201], [-2.331, 1.955, -2.052], [0.547, 2.078, -0.474], [-0.722, 2.016, 0.783], [-0.060, 0.130, 1.698], [1.583, 0.410, 0.766], [1.526, -2.347, 0.951], [0.544, -2.926, -0.469]], "forces_ev_per_a": [[-1.31, -0.83, 0.05], [2.92, -2.64, 1.32], [0.85, 1.71, -0.17], [0.84, -0.91, -4.20], [-1.00, 2.51, -0.63], [1.73, 4.96, 3.71], [0.58, -0.10, 0.21], [-1.08, -1.19, 0.57], [-0.15, -0.51, -1.14], [-0.32, -0.14, 2.58], [-0.79, -0.19, 1.02], [-1.90, -0.67, -1.72], [-0.37, -2.01, -1.60]], "mulliken_charge": [0.47, 0.25, -0.60, -0.44, -0.41, -0.26, -0.05, 0.33, 0.36, 0.37, 0.38, 0.33, 0.27], "s2": 2.024, "orbital_gap_ev": [7.4, 6.9], "charge": 1, "de_lowest_kj_mol": 137.32, "lumo_ev": [-4.90, -7.36], "multiplicity": 3}

---

Please write out number 2 again, unchanged.
{"formula": "C6H17NO", "method": "ωB97M-V/def2-TZVPD", "species": ["C", "C", "N", "C", "C", "C", "C", "H", "H", "H", "H", "H", "H", "H", "H", "H", "H", "H", "H", "H", "H", "H", "O", "H", "H"], "coordinates": [[2.883, -0.442, -0.668], [1.698, 0.518, -0.762], [0.728, 0.276, 0.301], [0.278, -1.104, 0.509], [-0.310, 1.302, 0.452], [-1.534, 1.089, -0.451], [-0.596, 1.539, 1.932], [2.669, -1.421, -1.092], [3.724, 0.019, -1.070], [3.096, -0.662, 0.386], [1.972, 1.569, -0.757], [1.191, 0.349, -1.739], [-0.784, -1.088, 0.737], [0.427, -1.714, -0.385], [0.799, -1.509, 1.369], [0.140, 2.233, 0.095], [-1.145, 0.989, -1.465], [-2.155, 0.257, -0.152], [-2.144, 1.975, -0.467], [-0.817, 0.606, 2.452], [0.300, 1.926, 2.416], [-1.422, 2.235, 2.078], [-3.272, -3.123, -0.967], [-3.105, -3.408, -1.871], [-2.622, -2.412, -0.883]], "forces_ev_per_a": [[-1.47, -0.45, 1.52], [-1.27, -1.14, -0.38], [0.05, 0.51, 0.41], [0.20, 1.06, -0.20], [0.37, 0.17, -0.10], [0.77, 0.27, 0.07], [-0.07, -0.33, -0.01], [0.11, 0.16, -0.42], [1.61, 0.43, -1.00], [0.03, 0.31, -0.07], [0.28, 0.02, 0.26], [0.31, 0.13, -0.06], [-0.10, -0.20, 0.08], [0.03, -0.18, 0.04], [0.09, -0.54, 0.01], [0.11, -0.03, -0.06], [-0.26, -0.39, -0.11], [-0.15, -0.32, -0.07], [-0.39, 0.40, 0.16], [-0.25, -0.06, -0.06], [0.02, 0.15, -0.05], [-0.03, 0.02, 0.03], [0.43, 0.32, -0.24], [-0.23, -0.27, -0.06], [-0.18, -0.04, 0.30]], "mulliken_charge": [-1.25, -0.36, 0.14, -1.17, 0.25, -1.37, -1.42, 0.31, 0.42, 0.31, 0.40, 0.25, 0.44, 0.34, 0.25, 0.29, 0.33, 0.34, 0.44, 0.30, 0.35, 0.41, -0.64, 0.32, 0.32], "orbital_gap_ev": 8.8, "charge": 0, "de_lowest_kj_mol": 90.87, "lumo_ev": 0.75, "smiles": "CCN(C)C(C)C.O"}

---

charge of number 3 (C4H6BrN2)?
+1

---

Look up the charge of the third one.
+1

---

The highest charge belongs to which entry?
C26H41AsN4Re